Formula: C6H9N
Source: the Open Molecules 2025 dataset
Level of theory: ωB97M-V with the def2-TZVPD basis set

The geometry in XYZ format:
```
16
C6H9N ωB97M-V with the def2-TZVPD basis set
C -0.707 0.199 1.887
C -1.141 0.769 0.765
H -0.634 -1.447 -0.977
N 1.203 0.747 0.764
C 0.613 -0.392 1.412
H 2.051 0.448 0.275
C 0.059 0.459 -0.084
H -2.068 1.259 0.479
H 1.083 0.301 -1.981
H -1.109 0.116 2.888
H 0.277 1.857 -1.679
H -0.686 0.414 -2.088
H 1.060 -1.806 -0.518
C 0.195 0.770 -1.548
H -0.285 -2.222 0.552
C 0.087 -1.470 -0.147
```

Values from the calculation:
Spin multiplicity: 1
Charge: 0
Electronic energy, Ha: -288.5453
LUMO level, eV: 0.885
Relative energy (zero: lowest compared OMol25 entry of this formula, charge and spin), kJ/mol: 621.7

***

Formula: C3H8O3
Source: the Open Molecules 2025 dataset
Level of theory: ωB97M-V with the def2-TZVPD basis set

The geometry in XYZ format:
```
14
C3H8O3 ωB97M-V with the def2-TZVPD basis set
C 1.616 -1.037 1.282
H 1.888 -1.712 0.422
H 3.439 0.480 1.364
H -2.328 1.556 -1.577
H 2.493 0.541 0.032
C 2.296 0.302 1.075
C -1.405 0.207 -1.092
O 0.147 -0.921 1.400
O -1.256 -0.107 -2.207
H -0.088 -0.445 2.231
H 1.527 0.986 1.368
H -1.352 -0.641 -0.298
H 1.978 -1.455 2.283
O -1.716 1.510 -0.870
```

Values from the calculation:
Structure (SMILES): O=CO.CCO
Spin multiplicity: 1
Charge: 0
Electronic energy, Ha: -344.7602
LUMO level, eV: 0.810
Relative energy (zero: lowest compared OMol25 entry of this formula, charge and spin), kJ/mol: 231.5

***

Formula: CH3CuO7S2
Source: the Open Molecules 2025 dataset
Level of theory: ωB97M-V with the def2-TZVPD basis set

The geometry in XYZ format:
```
14
CH3CuO7S2 ωB97M-V with the def2-TZVPD basis set
O -1.110 3.696 2.728
H -0.803 -2.241 -1.936
O -1.306 3.991 0.321
S 1.215 -1.735 -0.841
C -0.415 -2.449 -0.941
O 0.748 3.029 1.265
O -1.243 1.733 1.260
H -0.325 -3.520 -0.776
O 1.750 -2.089 0.461
O 1.947 -2.318 -1.960
O 0.962 -0.296 -1.073
S -0.749 3.171 1.408
H -1.048 -1.989 -0.184
Cu 0.377 1.017 0.267
```

Values from the calculation:
Spin multiplicity: 1
Charge: -2
Electronic energy, Ha: -3003.5430
LUMO level, eV: 5.283
Relative energy (zero: lowest compared OMol25 entry of this formula, charge and spin), kJ/mol: 0.0